Entry 1:
{
  "formula": "C3H2BrF3O",
  "method": "ωB97M-V with the def2-TZVPD basis set",
  "e_homo_ha": -0.3809,
  "relative_energy_kj_mol": 5.35,
  "smiles": "O=C[C@@H](Br)C(F)(F)F",
  "total_charge": 0,
  "molar_mass_da": 190.946,
  "total_energy_ev": -83384.8353,
  "fmax_ev_per_a": 4.0,
  "species": ["Br", "F", "F", "F", "O", "C", "C", "C", "H", "H"],
  "coordinates": [[0.711, -2.159, 0.490], [1.585, 0.913, 1.348], [1.383, 0.651, -0.871], [-0.048, 1.893, 0.315], [-1.357, 0.644, -1.424], [-0.088, -0.483, 0.528], [0.747, 0.755, 0.321], [-1.073, -0.355, -0.898], [-0.566, -0.410, 1.519], [-1.293, -1.449, -1.327]]
}

Entry 2:
{
  "formula": "C3H2BrFO3",
  "method": "ωB97M-V with the def2-TZVPD basis set",
  "e_homo_ha": -0.4168,
  "smiles": "O=C1O[C@H](F)[C@@H](Br)O1",
  "total_charge": 0,
  "molar_mass_da": 184.948,
  "total_energy_ev": -82045.2270,
  "fmax_ev_per_a": 0.9,
  "species": ["Br", "F", "O", "O", "O", "C", "C", "C", "H", "H"],
  "coordinates": [[0.828, -0.489, 2.543], [-2.000, -0.628, 0.711], [0.992, 0.662, -2.388], [-0.797, 0.369, -1.029], [1.266, 0.144, -0.206], [0.301, 0.200, 0.864], [0.537, 0.424, -1.330], [-0.805, -0.499, 0.126], [-0.403, -1.438, -0.252], [0.081, 1.255, 0.960]]
}

Entry 3:
{
  "formula": "C3H2BrNO3",
  "method": "ωB97M-V with the def2-TZVPD basis set",
  "e_homo_ha": 0.0481,
  "smiles": "O=C(Br)CN=C([O-])[O-]",
  "total_charge": -2,
  "molar_mass_da": 179.957,
  "total_energy_ev": -80816.5054,
  "fmax_ev_per_a": 1.5,
  "species": ["Br", "O", "O", "O", "N", "C", "C", "C", "H", "H"],
  "coordinates": [[1.576, -0.723, -2.321], [0.425, 1.816, -1.566], [1.332, 0.397, 2.092], [0.223, -1.564, 1.892], [-0.721, 0.352, 1.018], [0.229, 0.713, -1.283], [-0.859, -0.018, -0.274], [0.352, -0.306, 1.739], [-0.790, -1.090, -0.557], [-1.769, 0.423, -0.740]]
}

Entry 4:
{
  "formula": "C3H2CaO3",
  "method": "ωB97M-V with the def2-TZVPD basis set",
  "e_homo_ha": [-0.2099, -0.2098],
  "relative_energy_kj_mol": 186.02,
  "total_charge": 0,
  "molar_mass_da": 126.124,
  "total_energy_ev": -27720.9649,
  "fmax_ev_per_a": 4.5,
  "species": ["Ca", "O", "O", "O", "C", "C", "C", "H", "H"],
  "coordinates": [[-2.030, -0.108, 1.147], [1.471, -0.825, 0.667], [-1.984, -0.304, -0.800], [-0.172, 0.686, 1.211], [0.712, 0.249, 0.362], [0.245, 0.432, -0.955], [-0.989, 0.032, -1.589], [1.055, 0.679, -1.648], [1.692, -0.840, 1.606]]
}

Entry 5:
{
  "formula": "C3H2CaO3",
  "method": "ωB97M-V with the def2-TZVPD basis set",
  "multiplicity": 2,
  "e_homo_ha": [-0.3614, -0.5129],
  "relative_energy_kj_mol": 214.57,
  "total_charge": 1,
  "molar_mass_da": 126.124,
  "total_energy_ev": -27713.6871,
  "fmax_ev_per_a": 2.1,
  "species": ["Ca", "O", "O", "O", "C", "C", "C", "H", "H"],
  "coordinates": [[3.988, 0.499, 0.147], [1.939, -0.293, -0.091], [-0.168, -1.040, -0.196], [0.149, 1.065, 0.242], [-1.190, 0.956, 0.165], [-1.436, -0.399, -0.175], [0.742, -0.118, -0.089], [-1.948, -0.024, 1.023], [-2.077, -0.646, -1.025]]
}

Entry 6:
{
  "formula": "C3H2CdO3",
  "method": "ωB97M-V with the def2-TZVPD basis set",
  "e_homo_ha": -0.3191,
  "relative_energy_kj_mol": 0.00,
  "total_charge": 0,
  "molar_mass_da": 198.458,
  "total_energy_ev": -13846.9354,
  "fmax_ev_per_a": 4.1,
  "species": ["Cd", "O", "O", "O", "C", "C", "C", "H", "H"],
  "coordinates": [[-1.527, -1.494, -1.941], [0.669, 1.690, -1.282], [-1.576, 2.020, -1.058], [-0.007, 0.413, 1.073], [-0.408, 2.129, -1.208], [0.603, -0.717, 1.255], [1.174, -1.768, 1.423], [-0.734, 0.364, 0.294], [1.806, -2.636, 1.445]]
}

Entry 7:
{
  "formula": "C3H2CdO4",
  "method": "ωB97M-V with the def2-TZVPD basis set",
  "multiplicity": 2,
  "e_homo_ha": [-0.4711, -0.4709],
  "total_charge": 1,
  "molar_mass_da": 214.457,
  "total_energy_ev": -15884.7551,
  "fmax_ev_per_a": 6.9,
  "species": ["Cd", "O", "O", "O", "O", "C", "C", "C", "H", "H"],
  "coordinates": [[-3.974, -1.826, -1.985], [-1.667, 0.407, -0.965], [0.524, -0.603, 0.216], [-1.861, -1.730, -1.563], [3.148, 0.651, 1.667], [0.866, 0.410, 0.861], [2.324, 0.801, 0.842], [-1.373, -0.710, -1.185], [0.283, 0.791, 1.723], [1.729, 1.809, 0.391]]
}

Entry 8:
{
  "formula": "C3H2Cl2N2S",
  "method": "ωB97M-V with the def2-TZVPD basis set",
  "e_homo_ha": -0.3608,
  "relative_energy_kj_mol": 0.00,
  "smiles": "N#CC(Cl)(Cl)/C=N/S",
  "total_charge": 0,
  "molar_mass_da": 169.036,
  "total_energy_ev": -42001.9248,
  "fmax_ev_per_a": 1.2,
  "species": ["Cl", "Cl", "S", "N", "N", "C", "C", "C", "H", "H"],
  "coordinates": [[1.838, 0.836, 1.625], [1.988, 0.977, -1.372], [-2.812, 0.289, -0.146], [1.506, -2.346, -0.054], [-1.159, -0.258, -0.068], [1.192, 0.267, 0.055], [1.450, -1.198, 0.028], [-0.284, 0.650, -0.044], [-0.472, 1.744, -0.100], [-3.247, -0.962, 0.074]]
}

Entry 9:
{
  "formula": "C3H2Cl2O2",
  "method": "ωB97M-V with the def2-TZVPD basis set",
  "e_homo_ha": -0.3187,
  "relative_energy_kj_mol": 458.43,
  "smiles": "ClC1=CO1.O=CCl",
  "total_charge": 0,
  "molar_mass_da": 140.953,
  "total_energy_ev": -32278.5892,
  "fmax_ev_per_a": 1.9,
  "species": ["Cl", "Cl", "O", "O", "C", "C", "C", "H", "H"],
  "coordinates": [[-2.049, 1.665, -0.718], [0.981, -1.914, -0.835], [0.019, 0.513, 0.804], [1.156, 0.467, -1.817], [-1.239, -0.171, 1.323], [1.526, -0.249, -0.953], [-1.326, 0.687, 0.376], [2.275, -0.034, -0.191], [-1.342, -0.964, 2.011]]
}

Entry 10:
{
  "formula": "C3H2Cl2O4RhSc",
  "method": "ωB97M-V with the def2-TZVPD basis set",
  "multiplicity": 5,
  "e_homo_ha": [-0.9840, -1.0327],
  "relative_energy_kj_mol": 47.87,
  "total_charge": 4,
  "molar_mass_da": 320.813,
  "total_energy_ev": -60028.5853,
  "fmax_ev_per_a": 11.6,
  "species": ["Rh", "Sc", "Cl", "Cl", "O", "O", "O", "O", "C", "C", "C", "H", "H"],
  "coordinates": [[0.843, 1.796, -0.830], [0.167, -0.921, 0.509], [0.929, -2.993, -0.299], [1.402, 1.484, 1.484], [-0.497, 4.483, -0.713], [-0.213, 0.822, -3.458], [-2.540, -1.453, -1.329], [0.487, -1.912, 2.527], [-1.683, -1.152, -0.581], [0.170, 1.205, -2.423], [-0.029, 3.418, -0.707], [0.959, -2.793, 2.432], [0.004, -1.985, 3.387]]
}

What did the sixth record say?
{
  "formula": "C3H2CdO3",
  "method": "ωB97M-V with the def2-TZVPD basis set",
  "e_homo_ha": -0.3191,
  "relative_energy_kj_mol": 0.00,
  "total_charge": 0,
  "molar_mass_da": 198.458,
  "total_energy_ev": -13846.9354,
  "fmax_ev_per_a": 4.1,
  "species": ["Cd", "O", "O", "O", "C", "C", "C", "H", "H"],
  "coordinates": [[-1.527, -1.494, -1.941], [0.669, 1.690, -1.282], [-1.576, 2.020, -1.058], [-0.007, 0.413, 1.073], [-0.408, 2.129, -1.208], [0.603, -0.717, 1.255], [1.174, -1.768, 1.423], [-0.734, 0.364, 0.294], [1.806, -2.636, 1.445]]
}